# C27H39BrLuN7OSSi2

A structure of composition C27H39BrLuN7OSSi2 (the ωB97M-V functional and the def2-TZVPD basis, OMol25).

Its energy is -171357.328 eV. Its frontier orbital gap is 8.2 eV. Its largest force on an atom is 0.94 eV/A. For the HOMO energy, the calculation gives -0.4826 hartree.

```
! wB97M-V def2-TZVPD RIJCOSX def2/J DEFGRID3
* xyz 2 1
Lu -0.42 0.10 0.34
N -2.33 -4.05 0.82
C -2.56 -4.09 -0.54
C -3.36 -4.93 -1.32
C -3.34 -4.71 -2.68
C -2.52 -3.73 -3.25
C -1.73 -2.91 -2.47
C -1.79 -3.06 -1.08
N -1.13 -2.39 -0.05
C -1.47 -3.04 1.05
C -0.94 -2.72 2.37
C -0.80 -3.58 3.42
S -0.09 -2.77 4.74
C -0.01 -1.35 3.80
N -0.48 -1.45 2.60
H -2.77 -4.62 1.52
H -3.94 -5.72 -0.87
H -3.94 -5.34 -3.32
H -2.49 -3.64 -4.32
H -1.04 -2.20 -2.91
H -1.05 -4.63 3.46
H 0.40 -0.43 4.21
C 1.10 5.40 -2.29
C 0.06 4.64 -1.52
C -1.09 5.24 -1.01
C -2.01 4.48 -0.30
C -1.73 3.15 -0.12
Br -2.91 2.02 0.88
N -0.65 2.54 -0.58
C 0.22 3.28 -1.28
H 0.84 6.45 -2.37
H 1.21 4.99 -3.29
H 2.07 5.32 -1.80
H -1.26 6.29 -1.16
H -2.91 4.92 0.10
H 1.09 2.75 -1.66
C -1.06 0.40 -5.94
N -1.08 0.35 -4.48
C -2.28 0.39 -3.66
C -1.67 0.19 -2.29
O -2.26 0.08 -1.21
N -0.33 0.13 -2.38
C -0.02 0.19 -3.69
N 1.22 0.09 -4.13
H -2.08 0.53 -6.29
H -0.68 -0.53 -6.36
H -0.46 1.23 -6.29
H -2.98 -0.41 -3.90
H -2.80 1.35 -3.73
H 1.96 -0.09 -3.46
H 1.45 0.06 -5.11
C 4.57 0.37 1.47
Si 3.06 1.14 0.64
C 3.48 2.90 0.12
C 2.75 0.19 -1.00
C 1.48 0.89 1.63
Si 1.05 2.17 2.95
C 2.15 2.03 4.48
C 1.12 3.97 2.38
C -0.75 1.84 3.55
H 5.46 0.48 0.85
H 4.43 -0.69 1.68
H 4.77 0.87 2.42
H 4.07 2.91 -0.80
H 4.08 3.39 0.89
H 2.60 3.52 -0.04
H 3.68 -0.03 -1.54
H 2.14 0.82 -1.65
H 2.23 -0.76 -0.85
H 1.73 -0.01 2.22
H 3.19 1.87 4.21
H 1.86 1.21 5.14
H 2.10 2.94 5.08
H 2.15 4.31 2.29
H 0.61 4.60 3.11
H 0.63 4.13 1.41
H -1.21 0.97 3.09
H -1.39 2.70 3.35
H -0.78 1.67 4.63
*
```


# C10H20N4O4

A structure of composition C10H20N4O4 in a non-equilibrium geometry (the ωB97M-V functional and the def2-TZVPD basis, OMol25).

Its energy is -24838.205 eV. Its frontier orbital gap is 8.2 eV. Its largest force on an atom is 10.01 eV/A. For the HOMO energy, the calculation gives -0.3080 hartree.

```
! wB97M-V def2-TZVPD RIJCOSX def2/J DEFGRID3
* xyz 0 1
C -1.47 3.04 -0.27
C -0.79 1.82 0.18
C -2.81 3.40 0.54
C -3.76 2.21 0.15
C -0.03 -0.27 -1.09
C -0.95 -1.48 -0.43
C 1.49 -0.30 -0.58
C 2.34 -1.61 -0.55
C 2.02 -2.67 0.56
C 3.00 -3.91 0.59
H -0.45 3.80 -2.08
H -2.65 3.67 -2.19
H -0.90 3.83 0.04
H -2.54 3.29 1.54
H -3.22 4.33 0.14
H -3.74 -0.04 0.78
H -2.43 0.96 1.33
H -1.01 1.56 -1.66
H 0.00 -0.32 -2.17
H 2.15 0.44 -1.25
H 1.39 0.33 0.35
H 2.22 -2.12 -1.39
H 3.39 -1.46 -0.37
H 0.90 -2.98 0.59
H 2.22 -1.85 1.43
H 3.23 -4.28 -0.39
H 2.55 -4.70 1.24
H 4.19 -3.58 2.52
H 4.80 -2.64 1.01
H -0.54 -0.21 1.12
N -1.58 3.13 -1.69
N -3.26 0.95 0.81
N -0.58 1.06 -0.87
N 4.09 -3.57 1.34
O -0.56 1.52 1.42
O -4.67 2.33 -0.73
O -1.10 -2.64 -0.90
O -0.95 -1.06 0.91
*
```


# C25H23Cl3FN2OPTa

A structure of composition C25H23Cl3FN2OPTa in a non-equilibrium geometry (the ωB97M-V functional and the def2-TZVPD basis, OMol25).

Its energy is -82428.072 eV. Its frontier orbital gap is 5.5 eV. Its largest force on an atom is 1.54 eV/A. For the HOMO energy, the calculation gives -0.6265 hartree.

```
! wB97M-V def2-TZVPD RIJCOSX def2/J DEFGRID3
* xyz 3 1
Ta 0.26 -0.66 -0.81
Cl -6.27 -0.14 2.75
C -4.77 -0.01 1.95
C -4.46 1.15 1.23
C -3.25 1.28 0.57
C -2.37 0.22 0.63
O -1.16 0.26 -0.02
C -2.64 -0.94 1.35
C -1.60 -1.92 1.53
N -0.47 -1.96 0.89
C 0.58 -2.78 1.40
C 0.48 -3.99 2.03
C 1.64 -4.58 2.57
C 2.85 -3.95 2.51
C 2.96 -2.70 1.85
C 4.16 -1.96 1.76
C 4.18 -0.75 1.10
C 3.01 -0.31 0.48
N 1.85 -0.96 0.55
C 1.82 -2.15 1.27
C -3.85 -1.05 2.03
H -5.19 1.95 1.21
H -3.00 2.19 0.04
H -1.75 -2.63 2.34
H -0.47 -4.50 2.11
H 1.56 -5.55 3.06
H 3.73 -4.38 2.96
H 5.07 -2.34 2.21
H 5.08 -0.16 1.01
H 3.03 0.60 -0.11
H -4.09 -1.93 2.61
C -1.43 1.78 -3.03
P 0.18 1.56 -2.25
C 1.41 1.67 -3.55
C 0.42 2.89 -1.07
C 1.67 3.04 -0.47
C 1.88 4.05 0.46
C 0.84 4.92 0.78
C -0.40 4.78 0.17
C -0.62 3.77 -0.75
H -2.25 1.67 -2.32
H -1.54 1.06 -3.84
H -1.47 2.78 -3.46
H 1.34 2.65 -4.01
H 1.22 0.90 -4.30
H 2.42 1.53 -3.16
H 2.51 2.44 -0.79
H 2.86 4.19 0.90
H 1.00 5.71 1.49
H -1.20 5.48 0.40
H -1.58 3.69 -1.23
Cl -1.75 -1.42 -2.38
C -1.22 -3.12 -2.72
Cl 0.11 -3.45 -1.60
H -0.87 -3.17 -3.75
H -2.07 -3.77 -2.51
F 1.61 -0.98 -2.10
*
```


# C53H99BrFN6O11P

A cluster of 4 separate species, C53H99BrFN6O11P in total in a non-equilibrium geometry (the ωB97M-V functional and the def2-TZVPD basis, OMol25).

Its energy is -170068.776 eV. Its frontier orbital gap (alpha / beta) is 7.2 / 8.0 eV. The expectation value of S² is 3.7627. Its largest force on an atom is 3.64 eV/A. For the HOMO energy (alpha / beta), the calculation gives -0.3539 / -0.3933 hartree.

```
! wB97M-V def2-TZVPD RIJCOSX def2/J DEFGRID3
* xyz 1 4
C 7.14 1.56 1.71
C 7.24 0.09 1.30
C 5.88 -0.51 0.91
C 5.26 0.14 -0.34
C 3.95 -0.55 -0.77
C 2.81 0.44 -1.09
C 1.99 0.88 0.14
C 0.49 1.00 -0.16
N -0.54 0.31 0.72
C -1.21 1.16 1.81
C -0.43 1.35 3.13
C 0.98 1.96 3.15
O 1.96 0.95 3.40
C 3.24 1.33 3.29
O 4.14 0.69 3.70
C -1.70 2.52 1.24
C -0.97 3.82 1.62
C 0.10 4.29 0.67
F -1.99 4.80 1.63
C -2.49 0.33 2.19
C -3.59 0.20 1.10
C -4.94 0.76 1.53
O -5.61 -0.22 2.33
C -5.58 -0.03 3.68
O -5.83 1.02 4.17
C -5.17 -1.26 4.45
C -3.96 -0.98 5.36
O -2.12 -0.94 2.69
C -1.50 -1.78 1.75
P -0.98 -3.37 2.67
N -2.55 -4.06 2.58
O -1.02 -2.75 4.18
C -0.22 -1.14 1.14
C 0.17 -1.86 -0.16
C -0.02 -3.36 -0.21
O -1.07 -3.89 -0.32
Br 1.59 -4.39 -0.23
N 0.77 -1.10 2.17
C 1.81 -1.70 2.27
O 2.81 -2.21 2.35
H 7.94 1.84 2.39
H 6.19 1.75 2.22
H 7.18 2.23 0.84
H 7.90 -0.01 0.43
H 7.64 -0.49 2.14
H 5.19 -0.39 1.75
H 5.97 -1.59 0.74
H 5.07 1.19 -0.13
H 5.99 0.05 -1.15
H 3.63 -1.21 0.05
H 4.12 -1.19 -1.64
H 2.16 0.00 -1.86
H 3.26 1.33 -1.56
H 2.23 0.26 0.99
H 2.35 1.89 0.41
H 0.20 2.04 -0.20
H 0.30 0.64 -1.17
H -1.31 0.19 0.05
H -0.42 0.41 3.69
H -1.07 2.02 3.71
H 1.01 2.68 3.98
H 1.21 2.51 2.24
H 3.38 2.28 2.74
H -1.72 2.47 0.14
H -2.75 2.66 1.52
H -0.59 3.81 2.65
H 1.05 3.76 0.78
H -0.24 4.17 -0.36
H 0.30 5.35 0.83
H -2.91 0.87 3.05
H -3.78 -0.84 0.84
H -3.33 0.71 0.16
H -5.57 0.94 0.65
H -4.85 1.68 2.11
H -6.03 -1.57 5.06
H -4.95 -2.08 3.76
H -4.19 -1.20 6.41
H -3.66 0.07 5.33
H -3.11 -1.60 5.08
H -2.19 -2.10 0.98
H -2.62 -4.62 1.74
H -2.76 -4.66 3.38
H -1.41 -3.35 4.83
H 1.21 -1.62 -0.44
H -0.45 -1.49 -0.98
C 3.25 9.23 0.05
C 3.70 7.76 0.09
C 5.10 7.60 -0.50
C 5.15 7.79 -2.02
C 4.17 6.84 -2.70
C 2.74 6.94 -2.17
N 2.75 6.87 -0.67
O 2.80 5.65 -0.25
C 2.07 8.24 -2.66
C 1.89 5.79 -2.69
C 3.69 7.34 1.55
H 3.89 9.81 0.72
H 3.33 9.69 -0.93
H 2.22 9.33 0.39
H 5.48 6.61 -0.25
H 5.76 8.32 -0.01
H 4.93 8.82 -2.28
H 6.16 7.59 -2.38
H 4.14 7.02 -3.78
H 4.52 5.81 -2.57
H 1.17 8.46 -2.09
H 1.78 8.11 -3.71
H 2.72 9.11 -2.63
H 2.33 4.82 -2.45
H 1.81 5.87 -3.77
H 0.88 5.82 -2.26
H 2.68 7.39 1.96
H 4.32 8.03 2.11
H 4.08 6.34 1.69
C -2.05 -0.18 -5.51
C -2.75 -0.12 -4.15
C -4.27 -0.21 -4.30
C -4.89 1.04 -4.91
C -4.50 2.28 -4.10
C -2.99 2.44 -3.91
N -2.41 1.15 -3.41
O -2.54 1.03 -2.11
C -2.32 2.89 -5.23
C -2.71 3.53 -2.89
C -2.23 -1.31 -3.36
H -2.22 -1.17 -5.95
H -2.42 0.54 -6.23
H -0.97 -0.04 -5.41
H -4.71 -0.40 -3.32
H -4.50 -1.09 -4.92
H -4.58 1.15 -5.95
H -5.97 0.94 -4.92
H -4.88 3.18 -4.59
H -4.98 2.23 -3.12
H -1.24 2.76 -5.18
H -2.53 3.95 -5.38
H -2.70 2.37 -6.10
H -3.21 3.35 -1.94
H -3.06 4.48 -3.29
H -1.64 3.61 -2.71
H -1.15 -1.22 -3.19
H -2.41 -2.22 -3.93
H -2.73 -1.41 -2.39
C -0.84 -7.18 1.46
C -0.11 -8.38 0.84
C -0.16 -8.30 -0.69
C -1.55 -8.60 -1.26
C -2.06 -9.96 -0.76
C -2.04 -10.09 0.77
N -0.69 -9.68 1.29
O 0.17 -10.64 1.21
C -3.17 -9.26 1.39
C -2.28 -11.54 1.17
C 1.33 -8.30 1.32
H -0.29 -6.27 1.20
H -1.86 -7.05 1.09
H -0.87 -7.26 2.54
H 0.55 -9.03 -1.10
H 0.18 -7.31 -1.00
H -2.25 -7.81 -0.99
H -1.50 -8.61 -2.35
H -3.08 -10.14 -1.11
H -1.43 -10.75 -1.19
H -3.01 -9.14 2.46
H -4.11 -9.79 1.25
H -3.30 -8.28 0.94
H -1.57 -12.22 0.70
H -3.28 -11.83 0.86
H -2.20 -11.66 2.25
H 1.38 -8.41 2.41
H 1.73 -7.32 1.06
H 1.96 -9.06 0.87
*
```


# C4H4F3I

A cluster of 2 separate species, C4H4F3I in total in a non-equilibrium geometry (the ωB97M-V functional and the def2-TZVPD basis, OMol25).

Its energy is -20459.898 eV. Its frontier orbital gap is 8.3 eV. Its largest force on an atom is 4.06 eV/A. For the HOMO energy, the calculation gives -0.3212 hartree.

```
! wB97M-V def2-TZVPD RIJCOSX def2/J DEFGRID3
* xyz 0 1
C 2.80 -0.08 -1.04
C 1.98 -0.18 -0.18
C -2.10 -0.38 0.75
C -3.08 -1.15 -0.03
F -3.23 -2.44 0.48
F -2.74 -1.48 -1.34
F -4.28 -0.67 -0.25
I -1.63 1.48 -0.03
H 3.53 0.08 -1.82
H -0.27 0.83 -0.49
H 1.19 -0.35 0.55
H -2.64 -0.20 1.69
*
```


# C15H15BrN2O6S

An isolated molecule of C15H15BrN2O6S in a non-equilibrium geometry (the ωB97M-V functional and the def2-TZVPD basis, OMol25).

Its energy is -111940.479 eV. Its frontier orbital gap is 9.2 eV. Its largest force on an atom is 1.16 eV/A. For the HOMO energy, the calculation gives -0.3249 hartree.

```
! wB97M-V def2-TZVPD RIJCOSX def2/J DEFGRID3
* xyz 0 1
C 0.28 -3.15 0.86
N 1.54 -2.76 0.29
C 2.44 -3.85 -0.03
S 1.44 -1.52 -0.83
O 0.22 -1.58 -1.59
O 2.67 -1.47 -1.57
C 1.36 -0.07 0.21
C 1.57 -0.14 1.57
C 1.48 1.01 2.34
C 1.19 2.22 1.73
C 0.98 2.29 0.36
N 0.67 3.53 -0.24
C -0.45 4.27 -0.04
O -0.55 5.41 -0.43
C -1.59 3.51 0.64
O -1.94 2.41 -0.19
C -1.88 1.17 0.33
O -1.61 0.92 1.48
C -2.19 0.19 -0.71
C -2.42 0.37 -2.06
C -2.62 -0.91 -2.60
C -2.48 -1.76 -1.54
Br -2.61 -3.60 -1.47
O -2.24 -1.12 -0.40
C 1.07 1.13 -0.41
H -0.24 -3.90 0.25
H 0.44 -3.56 1.85
H -0.35 -2.26 0.94
H 1.95 -4.62 -0.63
H 2.80 -4.29 0.90
H 3.27 -3.43 -0.59
H 1.81 -1.09 2.03
H 1.64 0.97 3.40
H 1.11 3.13 2.32
H 1.37 3.95 -0.84
H -2.46 4.18 0.70
H -1.32 3.15 1.64
H -2.44 1.30 -2.57
H -2.81 -1.18 -3.62
H 0.91 1.15 -1.47
*
```


# C8H53ClO23S

A cluster of 21 separate species, C8H53ClO23S in total in a non-equilibrium geometry (the ωB97M-V functional and the def2-TZVPD basis, OMol25).

Its energy is -79601.599 eV. Its frontier orbital gap is 7.9 eV. Its largest force on an atom is 2.62 eV/A. For the HOMO energy, the calculation gives -0.3109 hartree.

```
! wB97M-V def2-TZVPD RIJCOSX def2/J DEFGRID3
* xyz 0 1
O 1.97 -0.97 1.88
Cl 2.31 6.96 1.99
C 1.44 4.61 3.05
C 1.03 3.57 2.66
O 1.70 1.37 2.13
O 0.55 0.08 0.20
S 2.00 0.19 0.99
C 1.86 5.95 3.45
C 0.67 2.31 2.02
C -1.54 -3.13 -2.03
C 0.31 -1.10 -0.58
C -1.14 -3.30 -0.61
C -0.87 -1.87 0.02
H 1.07 6.43 3.99
H 2.75 5.79 4.15
H -0.20 1.84 2.48
H 0.33 2.39 0.98
H -1.69 -4.05 -2.53
H -0.77 -2.59 -2.60
H -2.41 -2.54 -2.04
H 1.23 -1.69 -0.57
H 0.10 -0.96 -1.66
H -1.96 -3.82 -0.17
H -0.23 -3.92 -0.56
H -0.64 -1.97 1.09
H -1.77 -1.30 -0.05
O -0.49 -2.65 3.89
H -0.08 -3.42 3.37
H 0.14 -1.86 3.82
O 3.31 9.72 0.62
H 2.44 9.41 1.03
H 4.01 9.77 1.36
O 3.94 2.06 4.32
H 3.28 2.33 3.60
H 4.81 2.54 4.15
O -3.42 -5.88 -3.12
H -3.07 -5.40 -3.93
H -3.85 -5.19 -2.51
O 0.42 8.99 0.32
H 0.37 9.47 -0.57
H 0.27 8.00 0.16
O -2.22 -4.78 -5.32
H -1.23 -4.72 -5.13
H -2.43 -5.71 -5.66
O -4.73 -1.43 -1.87
H -5.56 -1.07 -1.43
H -4.63 -0.99 -2.78
O -1.52 6.63 2.07
H -1.52 7.24 2.87
H -0.72 6.85 1.50
O 1.05 -6.00 -2.65
H 0.69 -5.31 -3.29
H 1.90 -5.64 -2.24
O 2.32 -4.53 0.37
H 2.51 -3.85 -0.36
H 2.82 -4.25 1.20
O -4.78 -4.10 -1.67
H -5.20 -4.31 -0.77
H -4.72 -3.09 -1.75
O -1.42 -6.82 -1.74
H -0.65 -6.21 -1.98
H -2.21 -6.56 -2.31
O -2.48 2.16 -0.14
H -3.49 2.12 -0.20
H -2.23 2.63 0.73
O 3.74 -3.39 2.59
H 4.64 -3.07 2.27
H 3.14 -2.58 2.73
O 1.72 4.56 -0.89
H 2.67 4.93 -0.89
H 1.71 3.73 -1.47
O 0.40 0.07 4.24
H 1.06 0.35 3.53
H 0.73 0.41 5.13
O 3.61 -2.64 -1.40
H 4.18 -1.90 -1.01
H 3.50 -2.47 -2.39
O -2.09 3.90 2.01
H -2.84 4.18 2.63
H -1.42 4.65 1.97
O -1.30 1.70 -2.58
H -1.20 2.71 -2.66
H -1.47 1.48 -1.61
O 0.34 -4.04 -4.55
H -0.12 -3.15 -4.36
H 1.27 -3.85 -4.89
*
```


# CH3OPS

An isolated molecule of CH3OPS in a non-equilibrium geometry (the ωB97M-V functional and the def2-TZVPD basis, OMol25).

Its energy is -23252.400 eV. Its frontier orbital gap (alpha / beta) is 6.7 / 6.9 eV. Its largest force on an atom is 3.26 eV/A. For the HOMO energy (alpha / beta), the calculation gives -0.3109 / -0.3131 hartree.

```
! wB97M-V def2-TZVPD RIJCOSX def2/J DEFGRID3
* xyz 0 1
C 0.80 0.36 0.07
S -1.08 0.38 -0.35
O -1.61 -0.42 0.78
P -1.30 -1.18 -1.56
H 1.54 -0.46 -0.10
H 0.30 0.03 1.00
H 1.35 1.30 0.16
*
```